Entry 1:
DFT (ωB97M-V with the def2-TZVPD basis set) results for a cluster of 2 separate species, C3H9NO4 in total in a non-equilibrium geometry.

The geometry in XYZ format:
```
17
Properties=species:S:1:pos:R:3:mulliken_charge:R:1
O 2.219 1.165 1.531 -0.569
C 1.696 0.152 1.150 0.305
O 2.428 -0.937 0.833 -0.446
C 0.174 -0.029 1.010 0.539
C -0.210 -1.340 0.333 -0.593
O -1.531 -1.715 0.774 -0.518
N -0.301 1.135 0.291 -0.603
H 3.355 -0.685 0.953 0.333
H -0.144 -0.040 2.059 0.173
H 0.460 -2.130 0.572 0.426
H -0.251 -1.126 -0.735 0.219
H -1.527 -2.650 0.971 0.312
H -1.245 1.389 0.540 0.217
H 0.319 1.925 0.381 0.222
H -1.366 1.444 -2.920 0.325
H -2.500 1.627 -3.958 0.314
O -1.576 1.814 -3.784 -0.657
```

Values from the calculation:
Net charge: 0
Structure (SMILES): N[C@@H](CO)C(=O)O.O
E, hartree: -475.42600
Relative energy (zero: lowest compared OMol25 entry of this formula, charge and spin), kcal/mol: 9.3
Multiplicity: 1


Entry 2:
DFT (ωB97M-V with the def2-TZVPD basis set) results for a structure of composition C34H31ClN4O5PdS.

The geometry in XYZ format:
```
77
Properties=species:S:1:pos:R:3:mulliken_charge:R:1
Pd -0.081 1.836 -0.143 -0.695
O -3.678 -3.952 4.076 -0.515
C -4.000 -2.661 4.311 0.445
O -4.778 -2.381 5.178 -0.558
C -3.351 -1.633 3.433 1.487
C -2.188 -1.855 2.809 -2.454
C -1.547 -0.884 1.836 2.747
C -2.144 0.499 1.971 -1.506
C -3.394 0.646 2.640 -0.626
C -4.011 -0.358 3.309 -1.436
N -1.504 1.573 1.459 0.378
C -1.842 2.794 1.918 -0.980
C -1.361 3.968 1.307 0.619
C -1.680 5.263 1.772 -1.286
C -1.202 6.357 1.104 -0.152
C -0.403 6.182 -0.036 -1.004
C -0.106 4.899 -0.425 -0.031
N -0.556 3.818 0.227 0.206
H -3.140 -4.010 3.277 0.384
H -1.629 -2.777 2.922 0.577
H 0.261 -1.505 1.526 0.385
H -3.893 1.602 2.596 0.614
H -4.964 -0.214 3.795 0.432
H -2.456 2.892 2.801 0.598
H -2.306 5.365 2.648 0.449
H -1.439 7.354 1.454 0.418
H -0.020 7.021 -0.597 0.414
H 0.522 4.708 -1.283 0.360
S 1.958 2.428 -1.227 -0.467
C 2.939 1.577 -0.075 0.201
N 2.686 1.608 1.227 0.052
C 3.360 0.764 2.210 -0.423
C 4.785 0.511 1.751 -0.791
C 4.753 -0.022 0.330 -0.379
N 4.009 0.917 -0.508 -0.065
H 1.818 2.052 1.487 0.099
H 2.804 -0.170 2.323 0.164
H 3.340 1.287 3.165 0.463
H 5.270 -0.208 2.410 0.380
H 5.353 1.443 1.784 0.323
H 4.259 -0.995 0.299 0.166
H 5.752 -0.137 -0.086 0.415
H 4.078 0.828 -1.508 0.305
C -2.544 1.020 -2.825 -1.512
C -1.824 -0.249 -3.186 1.090
C -0.838 -0.253 -4.167 -0.849
C -0.206 -1.431 -4.516 0.251
Cl 1.018 -1.401 -5.761 -0.237
C -0.535 -2.632 -3.911 -0.628
C -1.504 -2.638 -2.922 -0.174
C -2.132 -1.458 -2.561 0.291
O -3.153 -1.488 -1.629 -0.591
C -2.876 -0.894 -0.390 -0.075
C -1.852 -1.584 0.472 0.215
O -1.431 -2.697 0.265 -0.667
O -0.151 -0.835 2.087 -0.640
H -2.534 1.716 -3.663 0.535
H -2.069 1.523 -1.976 0.071
H -3.578 0.814 -2.551 0.363
H -0.567 0.670 -4.665 0.437
H -0.035 -3.545 -4.203 0.408
H -1.782 -3.552 -2.415 0.448
H -3.806 -0.950 0.189 0.304
H -2.624 0.164 -0.490 0.090
C 0.503 0.008 -0.561 0.111
C 1.192 -0.939 -0.884 0.718
C 2.022 -2.039 -1.290 0.232
C 2.815 -1.926 -2.437 0.095
C 3.662 -2.955 -2.816 -1.199
C 3.730 -4.118 -2.059 -0.469
C 2.936 -4.246 -0.927 -0.815
C 2.088 -3.219 -0.542 0.041
H 2.731 -1.031 -3.042 0.745
H 4.259 -2.856 -3.715 0.438
H 4.388 -4.923 -2.357 0.401
H 2.974 -5.156 -0.341 0.402
H 1.452 -3.328 0.325 0.460
```

Values from the calculation:
Net charge: 0
E, hartree: -2895.66452
Relative energy (zero: lowest compared OMol25 entry of this formula, charge and spin), kcal/mol: 41.1
Multiplicity: 1


Entry 3:
DFT (ωB97M-V with the def2-TZVPD basis set) results for a structure of composition CH4N2OS in a non-equilibrium geometry.

The geometry in XYZ format:
```
9
Properties=species:S:1:pos:R:3:mulliken_charge:R:1
C 0.001 -0.258 -0.760 -0.096
H -1.464 1.237 0.306 0.203
H -0.855 -1.608 0.465 0.325
H -1.005 -0.312 -1.690 0.345
H 1.667 0.077 0.787 0.430
N -0.114 -0.996 0.736 -0.598
N 0.839 0.564 -1.176 -0.155
O 1.808 0.748 -0.131 -0.404
S -0.878 0.550 1.462 -0.050
```

Values from the calculation:
Net charge: 0
E, hartree: -623.23534
Relative energy (zero: lowest compared OMol25 entry of this formula, charge and spin), kcal/mol: 140.5
Multiplicity: 1


Entry 4:
DFT (ωB97M-V with the def2-TZVPD basis set) results for a structure of composition C5H3NO5Ru in a non-equilibrium geometry.

The geometry in XYZ format:
```
15
Properties=species:S:1:pos:R:3:mulliken_spin:R:1
O 0.004 0.007 -3.922 -0.027
C 0.004 0.006 -2.805 0.154
Ru 0.002 0.002 -0.213 3.913
O 1.927 -2.452 -0.286 0.146
C 1.206 -1.533 -0.262 0.035
C -1.203 1.542 -0.260 0.041
O -1.918 2.455 -0.285 0.135
C -1.532 -1.198 -0.261 0.032
O -2.457 -1.922 -0.283 0.154
C 1.541 1.209 -0.259 0.042
O 2.452 1.923 -0.284 0.132
N -0.007 -0.012 2.026 0.246
H -0.851 0.476 2.364 -0.002
H 0.838 0.479 2.371 -0.001
H -0.006 -0.983 2.359 -0.002
```

Values from the calculation:
Net charge: +3
E, hartree: -716.53957
Relative energy (zero: lowest compared OMol25 entry of this formula, charge and spin), kcal/mol: 0.0
Multiplicity: 6


Entry 5:
DFT (ωB97M-V with the def2-TZVPD basis set) results for a cluster of 3 separate species, C19H33N2O2P2 in total.

The geometry in XYZ format:
```
58
Properties=species:S:1:pos:R:3:mulliken_charge:R:1
C 3.318 -0.214 0.757 -0.938
O 2.685 0.545 -0.258 -0.441
C 3.279 0.436 -1.547 -0.986
C 2.363 -0.315 -2.510 -0.456
C 1.794 -1.623 -1.952 -0.551
C 0.355 -1.913 -2.417 -0.745
C -0.566 -2.263 -1.245 -0.373
C -2.058 -2.253 -1.550 -1.174
N -2.776 -0.919 -1.263 -0.327
P -2.032 0.586 -2.022 0.007
N -0.700 0.966 -1.379 -0.328
P -3.117 -0.697 0.513 0.584
O -4.568 -0.771 0.689 -0.588
H 4.074 0.383 1.276 0.291
H 2.555 -0.527 1.472 0.274
H 3.801 -1.109 0.356 0.401
H 4.275 -0.009 -1.474 0.534
H 3.416 1.448 -1.937 0.495
H 2.920 -0.505 -3.431 0.410
H 1.541 0.357 -2.761 0.229
H 2.438 -2.455 -2.243 0.433
H 1.803 -1.583 -0.862 0.244
H -0.016 -1.041 -2.960 0.277
H 0.337 -2.745 -3.125 0.447
H -0.349 -1.614 -0.392 0.357
H -0.333 -3.278 -0.918 0.463
H -2.275 -2.505 -2.588 0.478
H -2.591 -2.971 -0.925 0.443
H -3.729 -1.012 -1.639 0.464
H -2.044 0.076 -3.323 0.172
H -3.157 1.421 -1.928 0.162
H -0.668 1.867 -0.907 0.360
H -2.336 -1.728 1.045 0.155
H -2.498 0.529 0.769 0.140
C -0.892 -1.957 5.386 -0.438
C -0.878 -3.329 5.596 -0.400
C -1.858 -4.133 5.029 -0.373
C -2.854 -3.565 4.247 -0.566
C -2.867 -2.192 4.039 -0.418
C -1.889 -1.387 4.607 -0.455
H -0.132 -1.333 5.838 0.386
H -0.104 -3.773 6.209 0.377
H -1.849 -5.201 5.202 0.378
H -3.623 -4.189 3.810 0.392
H -3.662 -1.749 3.446 0.715
H -1.910 -0.314 4.458 0.402
C 2.258 5.781 -0.760 -0.398
C 2.370 4.423 -0.501 -0.645
C 1.556 3.517 -1.169 0.117
C 0.635 3.979 -2.102 -0.181
C 0.522 5.338 -2.363 -0.612
C 1.332 6.239 -1.688 -0.400
H 2.893 6.486 -0.238 0.370
H 3.092 4.065 0.222 0.395
H 1.648 2.460 -0.956 0.211
H 0.015 3.273 -2.645 0.486
H -0.191 5.695 -3.095 0.372
H 1.247 7.299 -1.890 0.376
```

Values from the calculation:
Net charge: +1
E, hartree: -1686.16711
Relative energy (zero: lowest compared OMol25 entry of this formula, charge and spin), kcal/mol: 1.2
Multiplicity: 1


Entry 6:
DFT (ωB97M-V with the def2-TZVPD basis set) results for a cluster of 2 separate species, C3H11NOS in total in a non-equilibrium geometry.

The geometry in XYZ format:
```
17
Properties=species:S:1:pos:R:3:mulliken_charge:R:1
C -2.159 -0.444 -0.517 -1.214
C -0.730 -0.813 -0.164 0.466
C 0.241 -0.576 -1.368 -1.003
S 2.028 -0.588 -0.904 -0.168
N -0.413 -0.079 1.093 -0.728
H -2.260 -0.751 -1.567 0.347
H -2.916 -1.030 0.010 0.302
H -2.469 0.595 -0.464 0.312
H -0.505 -1.859 0.053 0.290
H 0.081 0.281 -2.022 0.417
H 0.174 -1.406 -2.075 0.389
H 2.069 0.497 -0.111 0.047
H -0.454 0.898 0.811 0.270
H 0.572 -0.269 1.289 0.285
H 2.728 2.010 2.631 0.310
H 1.550 1.836 1.569 0.315
O 2.463 1.698 1.737 -0.638
```

Values from the calculation:
Net charge: 0
Structure (SMILES): C[C@H](N)CS.O
E, hartree: -649.05867
Relative energy (zero: lowest compared OMol25 entry of this formula, charge and spin), kcal/mol: 14.7
Multiplicity: 1


Entry 7:
DFT (ωB97M-V with the def2-TZVPD basis set) results for a cluster of 9 separate species, C44H70N3O26 in total in a non-equilibrium geometry.

The geometry in XYZ format:
```
143
Properties=species:S:1:pos:R:3:mulliken_charge:R:1
C 4.279 0.623 -3.181 -0.758
C 4.224 0.771 -1.860 -0.370
N 3.162 0.207 -1.081 0.319
C 3.174 -1.078 -0.559 -0.895
C 2.005 -1.260 0.076 -0.080
C 1.573 -2.497 0.800 0.012
C 0.972 -3.574 -0.149 -0.621
C 1.725 -4.902 -0.001 -1.224
C 2.908 -5.043 -0.962 0.132
C 2.521 -4.975 -2.461 -0.660
N 2.914 -6.152 -3.237 -0.544
N 1.288 -0.078 -0.062 0.501
C -0.063 0.129 0.487 -0.917
C -0.246 1.436 1.268 -0.398
C -1.376 1.280 2.293 -0.315
C -2.717 0.930 1.643 -0.600
O -2.997 -0.474 1.730 -0.576
C 2.016 0.804 -0.758 -0.068
C 1.652 2.196 -1.154 -0.477
C 2.614 3.238 -0.554 -0.659
C 2.697 4.566 -1.323 -0.907
C 2.727 4.470 -2.859 0.110
C 3.775 5.391 -3.508 -0.830
O 4.985 4.679 -3.721 -0.380
C 5.033 4.087 -5.000 -0.487
H 3.900 -0.276 -3.658 0.261
H 4.677 1.404 -3.818 0.288
H 4.996 1.314 -1.327 0.401
H 4.007 -1.746 -0.689 0.632
H 0.842 -2.207 1.552 0.699
H 2.457 -2.887 1.299 -0.323
H -0.063 -3.746 0.152 0.288
H 0.993 -3.207 -1.174 0.484
H 2.092 -5.016 1.023 0.398
H 1.046 -5.743 -0.175 0.448
H 3.449 -5.970 -0.766 0.539
H 3.612 -4.224 -0.766 -0.156
H 3.010 -4.097 -2.895 0.113
H 1.445 -4.809 -2.547 0.415
H 2.117 -6.749 -3.413 0.272
H 3.609 -6.687 -2.733 0.158
H -0.246 -0.701 1.166 0.466
H -0.804 0.020 -0.307 0.068
H 0.682 1.749 1.743 0.397
H -0.590 2.205 0.576 0.394
H -1.128 0.519 3.034 0.708
H -1.504 2.257 2.758 -0.164
H -3.528 1.484 2.120 0.192
H -2.720 1.228 0.587 0.377
H -3.092 -0.826 0.841 0.334
H 1.646 2.204 -2.246 0.595
H 0.648 2.420 -0.817 0.336
H 3.620 2.850 -0.405 0.519
H 2.231 3.468 0.445 0.131
H 1.917 5.257 -1.000 0.371
H 3.637 5.033 -1.015 0.466
H 2.941 3.455 -3.202 -0.128
H 1.728 4.703 -3.241 0.385
H 3.965 6.225 -2.831 0.437
H 3.378 5.742 -4.465 0.356
H 4.958 4.832 -5.798 0.114
H 4.230 3.352 -5.146 0.230
H 5.990 3.574 -5.092 0.292
C 4.993 9.375 -6.205 -0.417
C 5.088 7.870 -6.056 -0.153
O 3.917 7.417 -6.735 -0.300
C 3.544 8.377 -7.626 0.616
O 2.710 8.234 -8.454 -0.512
O 4.262 9.507 -7.427 -0.321
H 5.959 9.866 -6.282 0.316
H 4.419 9.839 -5.400 0.276
H 5.968 7.459 -6.557 0.262
H 5.080 7.538 -5.021 0.224
C 5.044 -9.755 -4.740 -0.273
C 6.107 -8.829 -5.297 -0.337
O 6.161 -7.800 -4.300 -0.308
C 5.710 -8.309 -3.139 0.675
O 5.770 -7.751 -2.087 -0.575
O 5.162 -9.529 -3.326 -0.297
H 5.214 -10.802 -4.973 0.308
H 4.036 -9.479 -5.052 0.247
H 7.086 -9.305 -5.361 0.279
H 5.850 -8.405 -6.264 0.291
C -1.444 6.601 3.985 -0.300
C -1.605 5.374 4.859 -0.252
O -1.137 4.329 3.991 -0.354
C -0.315 4.876 3.076 0.585
O 0.359 4.245 2.318 -0.463
O -0.355 6.218 3.127 -0.346
H -1.193 7.499 4.540 0.316
H -2.323 6.792 3.370 0.237
H -0.969 5.406 5.745 0.238
H -2.634 5.192 5.157 0.270
C -6.713 2.843 2.157 -0.421
C -7.940 3.448 2.809 -0.145
O -7.373 4.089 3.968 -0.299
C -6.075 4.342 3.720 0.585
O -5.375 5.009 4.416 -0.555
O -5.672 3.737 2.580 -0.301
H -6.774 2.815 1.073 0.400
H -6.485 1.843 2.531 0.273
H -8.420 4.200 2.189 0.182
H -8.681 2.713 3.109 0.274
C 5.885 -4.114 3.890 -0.387
C 5.496 -3.300 2.671 -0.281
O 4.153 -2.909 2.985 -0.215
C 4.006 -2.943 4.340 0.568
O 3.064 -2.511 4.914 -0.510
O 5.075 -3.528 4.915 -0.345
H 6.937 -4.036 4.148 0.324
H 5.616 -5.167 3.791 0.264
H 6.105 -2.401 2.555 0.237
H 5.520 -3.872 1.747 0.298
C 2.181 -12.823 -1.845 -0.316
C 1.527 -11.573 -2.404 -0.229
O 1.820 -11.677 -3.800 -0.335
C 2.043 -12.985 -4.093 0.659
O 2.152 -13.416 -5.192 -0.515
O 2.125 -13.717 -2.959 -0.324
H 1.654 -13.245 -0.993 0.296
H 3.226 -12.661 -1.577 0.251
H 0.443 -11.573 -2.273 0.256
H 1.939 -10.653 -1.997 0.263
C -8.539 4.366 7.457 -0.197
C -7.994 2.954 7.475 -0.161
O -8.492 2.453 8.717 -0.355
C -9.594 3.170 9.056 0.619
O -10.333 2.893 9.940 -0.504
O -9.731 4.243 8.238 -0.347
H -8.772 4.723 6.458 0.202
H -7.870 5.076 7.944 0.262
H -8.393 2.345 6.661 0.208
H -6.908 2.918 7.451 0.280
C -13.134 2.123 1.439 -0.341
C -12.644 2.211 2.872 -0.313
O -11.356 2.822 2.709 -0.272
C -11.357 3.510 1.542 0.657
O -10.500 4.264 1.206 -0.511
O -12.458 3.225 0.821 -0.332
H -14.209 2.236 1.340 0.303
H -12.822 1.201 0.946 0.259
H -13.264 2.863 3.488 0.266
H -12.546 1.245 3.358 0.291
```

Values from the calculation:
Net charge: +1
E, hartree: -3838.90844
Multiplicity: 1


Entry 8:
DFT (ωB97M-V with the def2-TZVPD basis set) results for a structure of composition H14O8V in a non-equilibrium geometry.

The geometry in XYZ format:
```
23
Properties=species:S:1:pos:R:3:mulliken_spin:R:1
O 5.165 14.548 1.607 -0.177
V 6.423 15.057 2.396 2.121
O 3.557 13.080 -0.256 -0.001
H 2.692 12.762 0.004 0.000
H 3.451 14.028 -0.331 0.001
O 5.971 17.259 1.635 0.003
H 5.921 17.719 2.473 -0.006
H 5.708 17.912 0.986 0.010
O 8.110 15.141 0.841 0.008
H 8.770 14.452 0.762 0.000
H 8.282 15.724 0.101 0.004
O 8.009 15.956 3.659 -0.003
H 8.535 15.504 4.319 0.002
H 8.510 16.745 3.452 0.002
O 5.362 14.964 4.258 0.018
H 5.105 15.646 4.879 0.003
H 4.826 14.208 4.498 0.001
O 7.253 13.032 3.102 0.009
H 8.145 12.885 3.416 0.003
H 6.899 12.154 2.963 0.001
O 3.162 15.833 -0.144 0.001
H 2.547 16.396 0.327 0.000
H 2.965 15.983 -1.069 0.000
```

Values from the calculation:
Net charge: +1
E, hartree: -1554.10550
Multiplicity: 3